[1]
Density functional theory data (ωB97M-V with the def2-TZVPD basis set) for C6H12N2O2 in the gas phase in a non-equilibrium geometry.

The geometry in ORCA input format:
```
! wB97M-V def2-TZVPD RIJCOSX def2/J DEFGRID3
* xyz 0 3
C 1.3603 0.6691 -0.7065
C 0.8735 -1.5669 0.6564
C 0.4964 0.3249 1.6116
C 0.2086 -0.0210 0.1071
C -1.5379 -0.7585 -1.5686
C -1.5048 1.3753 -0.5005
N -1.1358 -0.0572 -0.3778
N 1.4065 -0.7897 1.7884
O 1.2066 1.1940 -1.7894
O 2.5822 0.6520 -0.1768
H 0.0271 -2.1660 1.0109
H 1.5532 -2.0658 0.0065
H 0.7609 1.3699 1.8131
H -0.4321 0.3118 2.1087
H -2.4448 -1.2257 -1.2405
H -1.8435 0.0107 -2.3552
H -0.8363 -1.5017 -1.9649
H -2.5450 1.5932 -0.6562
H -1.0686 2.0097 0.2682
H -1.1457 1.7021 -1.4648
H 1.4563 -1.2700 2.6800
H 2.5627 0.2101 0.7504
*
```

* strongest force on any atom: 5.7 eV/A
* ⟨S²⟩: 2.01
* orbital gap (alpha / beta): 5.12 / 6.62 eV
* energy relative to the best compared isomer or geometry (same formula, charge and spin): 0.00 kJ/mol
* LUMO (alpha / beta): 0.82 / -2.47 eV


[2]
Density functional theory data (ωB97M-V with the def2-TZVPD basis set) for a gas-phase ion, C13H29BN5O3S2 (charge +1) in a non-equilibrium geometry.

The geometry in ORCA input format:
```
! wB97M-V def2-TZVPD RIJCOSX def2/J DEFGRID3
* xyz 1 1
C 0.3431 -2.1718 4.6214
C 0.4345 -3.3022 3.5936
N -0.5065 -3.1862 2.4551
C -0.0960 -4.1365 1.3965
C -0.9572 -4.1061 0.1424
C -0.5793 -1.8765 1.9500
S 0.6956 -0.8991 1.6402
S -2.2444 -1.3925 1.8165
C -2.2511 -0.0363 0.6288
C -1.9745 -0.4357 -0.8263
C -0.6302 0.0039 -1.4165
N -0.6466 1.3269 -2.0887
C -0.9460 2.4667 -1.1971
C 0.1164 2.7213 -0.1301
C 0.0993 4.2081 0.3059
C 0.3092 4.3444 1.7917
O 1.3677 4.5770 2.2850
O -0.7975 4.2180 2.5582
C 0.2816 1.5227 -3.0009
N 0.7802 2.7724 -3.2967
N 0.7344 0.4430 -3.7332
B 2.0687 -0.1508 -3.2931
N 3.2866 0.5529 -3.6490
O 2.0922 -1.3331 -2.6063
H 1.2180 -1.5326 4.5678
H -0.5705 -1.5913 4.5342
H 0.3484 -2.6061 5.6184
H 1.4649 -3.4249 3.2543
H 0.1656 -4.2315 4.0926
H 0.9490 -3.9497 1.1344
H -0.1831 -5.1259 1.8378
H -0.9299 -5.0802 -0.3389
H -1.9932 -3.9087 0.4055
H -0.5964 -3.3821 -0.5866
H -1.5883 0.7414 0.9946
H -3.2636 0.3579 0.7028
H -2.0623 -1.5102 -0.9533
H -2.7454 0.0104 -1.4561
H 0.1454 -0.0042 -0.6563
H -0.3618 -0.7378 -2.1632
H -1.9303 2.3127 -0.7618
H -1.0423 3.3562 -1.8098
H 1.0941 2.4638 -0.5324
H -0.0271 2.0957 0.7486
H 0.8881 4.7420 -0.2113
H -0.8678 4.6373 0.0456
H -1.4583 3.6612 2.1320
H 0.2102 3.4571 -3.7617
H 1.7411 2.9871 -3.0947
H 0.9179 0.8501 -4.6503
H 3.7362 0.1446 -4.4646
H 3.9527 0.4477 -2.8900
H 1.8083 -1.3106 -1.6849
*
```

* strongest force on any atom: 1.9 eV/A
* orbital gap: 7.66 eV
* structure (SMILES): CCN(CC)C(=S)SCCCN(CCCC(=O)O)/C(N)=[NH+]/B(N)O
* LUMO: -3.85 eV


[3]
Density functional theory data (ωB97M-V with the def2-TZVPD basis set) for a molecular structure, C4H6O2.

The geometry in ORCA input format:
```
! wB97M-V def2-TZVPD RIJCOSX def2/J DEFGRID3
* xyz 0 1
C -0.2335 0.2797 -1.5255
C -0.0054 0.0053 -0.0938
C 0.2365 -1.1579 0.7355
O 0.4893 -0.5999 1.9275
C 0.1666 0.9539 1.0346
O 0.7670 1.9908 1.2109
H -0.4258 -0.6247 -2.1076
H -1.1053 0.9410 -1.6100
H 0.6125 0.8357 -1.9485
H -0.9160 0.7725 1.3927
H 1.2097 -1.2743 0.1276
H -0.3249 -2.0988 0.6533
*
```

* strongest force on any atom: 0.4 eV/A
* orbital gap (alpha / beta): 8.39 / 8.39 eV
* energy relative to the best compared isomer or geometry (same formula, charge and spin): 460.36 kJ/mol
* LUMO (alpha / beta): -0.90 / -0.90 eV


[4]
Density functional theory data (ωB97M-V with the def2-TZVPD basis set) for a molecular structure, C5H5O7Rb in a non-equilibrium geometry.

The geometry in ORCA input format:
```
! wB97M-V def2-TZVPD RIJCOSX def2/J DEFGRID3
* xyz 0 1
O 2.4033 3.0149 1.3109
C 1.8478 2.2767 0.4620
O 1.8012 2.5485 -0.7615
O 1.1506 1.2332 0.9481
O -1.1139 -1.4240 -0.0009
C -0.3241 -0.5992 0.8563
C 0.3345 0.5038 0.0455
H 0.4363 -1.2457 1.3093
H -0.9732 -0.1852 1.6366
H -0.4283 1.1594 -0.3975
H 0.9486 0.0738 -0.7570
Rb 4.5529 6.1283 -0.4508
O -3.0413 -2.0106 -1.1390
C -2.6905 -1.0447 -0.3787
O -3.3017 -0.1852 0.1711
C -0.2899 -3.5130 -0.8593
O 0.7738 -3.9428 -0.7867
H -2.0860 -2.7883 -1.2084
*
```

* strongest force on any atom: 4.9 eV/A
* orbital gap: 5.13 eV
* LUMO: -1.66 eV


Q: Number 3 is which compound?
A: C4H6O2


Q: Number 3 is which compound?
A: C4H6O2